Formula: H28O14
Source: the OMol25 dataset
Level of theory: ωB97M-V/def2-TZVPD

Calculated values
Orbital gap: 0.3300 Eh
LUMO energy: -0.41 eV
Maximum force: 2.7 eV/Å

Positions of all 42 atoms, in Å:
O1 -2.224 -0.739 2.892
H1 -1.309 -0.477 2.715
H2 -2.818 -0.062 2.663
O2 -1.213 2.179 -2.407
H3 -0.746 2.237 -1.589
H4 -1.856 2.908 -2.439
O3 1.042 -2.577 -1.254
H5 0.704 -1.747 -0.906
H6 1.344 -2.253 -2.106
O4 -0.345 2.340 0.394
H7 -0.060 3.265 0.481
H8 0.251 1.731 0.804
O5 -3.446 -2.265 -0.378
H9 -4.152 -2.061 -0.930
H10 -3.197 -1.451 0.054
O6 -0.511 -0.250 -3.616
H11 -0.904 -1.115 -3.522
H12 -1.056 0.304 -3.080
O7 1.491 1.085 -1.959
H13 1.596 2.063 -1.991
H14 1.022 0.817 -2.741
O8 0.111 0.375 2.862
H15 0.858 -0.145 2.703
H16 -0.086 0.325 3.809
O9 -2.487 0.366 -0.407
H17 -2.783 0.631 -1.307
H18 -3.124 0.883 0.092
O10 2.527 2.207 1.057
H19 2.760 1.299 0.714
H20 2.583 2.780 0.279
O11 -0.456 -2.563 1.889
H21 -0.380 -2.573 2.869
H22 -0.083 -1.774 1.515
O12 3.144 -0.106 -0.099
H23 3.997 0.208 -0.455
H24 2.552 0.128 -0.795
O13 2.265 -1.768 1.968
H25 2.296 -1.341 1.087
H26 2.792 -2.551 1.924
O14 0.110 -0.280 0.021
H27 0.635 0.157 -0.647
H28 -0.827 -0.202 -0.166

Atom charges from the Löwdin analysis, given in e for atoms 1 to 4: atom 1 (O): -0.06, atom 2 (H): -0.04, atom 3 (H): 0.00, atom 4 (O): -0.05



Formula: H28O14
Source: the OMol25 dataset
Level of theory: ωB97M-V/def2-TZVPD

Calculated values
Orbital gap: 0.2571 Eh
LUMO energy: -0.32 eV
Maximum force: 11.3 eV/Å

Positions of all 42 atoms, in Å:
H1 -0.882 -0.525 0.890
H2 0.607 -0.205 0.239
H3 2.186 -0.008 -1.776
H4 0.844 0.538 -1.781
H5 -4.155 -1.801 1.187
H6 -4.664 -0.691 2.195
H7 -4.759 1.336 -1.915
H8 -3.766 1.802 -0.888
H9 0.002 3.405 2.170
H10 -1.042 3.141 1.149
H11 -1.030 -0.496 -2.105
H12 -1.336 0.810 -2.644
H13 1.193 -2.607 0.149
H14 0.764 -1.694 -0.985
H15 -2.832 -4.038 -0.912
H16 -2.004 -4.723 -2.147
H17 5.089 2.995 -1.236
H18 3.579 2.605 -0.791
H19 -3.511 0.030 -0.111
H20 -3.597 0.254 1.415
H21 4.049 -2.552 -0.310
H22 4.133 -1.077 -0.434
H23 -0.819 3.831 -1.110
H24 0.079 4.849 -0.426
H25 5.403 -0.595 1.898
H26 4.338 -1.550 1.245
H27 0.747 -0.507 2.360
H28 1.463 -1.716 3.088
O1 -0.283 -0.694 0.156
O2 1.335 -0.291 -2.120
O3 -4.082 -1.487 2.105
O4 -4.739 1.707 -1.017
O5 -0.992 3.253 2.076
O6 -0.987 0.405 -1.844
O7 1.132 -1.712 -0.106
O8 -2.049 -3.966 -1.583
O9 4.514 2.466 -0.586
O10 -3.389 -0.442 0.786
O11 4.107 -1.833 -0.981
O12 -0.073 3.897 -0.535
O13 4.594 -1.044 2.044
O14 0.833 -1.069 3.193

Atom charges from the Löwdin analysis, given in e for atoms 1 to 4: atom 1 (H): 0.05, atom 2 (H): 0.10, atom 3 (H): 0.03, atom 4 (H): 0.07



Formula: H28O18S
Source: the OMol25 dataset
Level of theory: ωB97M-V/def2-TZVPD

Calculated values
Orbital gap: 0.3077 Eh
LUMO energy: 4.89 eV
Maximum force: 8.3 eV/Å
Charge: -2

Positions of all 47 atoms, in Å:
S1 1.482 2.985 71.895
O1 1.379 1.820 72.798
O2 2.641 2.858 71.035
O3 0.252 3.103 71.147
O4 1.610 4.133 72.709
O5 -0.446 1.675 74.219
H1 0.012 1.923 73.324
H2 -1.047 1.071 73.864
O6 -0.319 3.243 68.557
H3 -0.038 2.984 69.347
H4 -1.306 3.533 68.635
O7 -0.867 5.422 70.597
H5 -0.501 4.583 70.751
H6 -0.152 5.936 70.776
O8 3.314 1.633 74.057
H7 2.431 1.944 73.417
H8 3.242 0.740 74.036
O9 -0.356 5.147 74.086
H9 0.408 4.759 73.601
H10 -1.060 5.052 73.549
O10 4.020 4.941 73.156
H11 4.563 4.196 73.163
H12 3.076 4.839 72.750
O11 4.815 2.292 72.325
H13 4.230 2.561 71.704
H14 4.199 1.873 73.041
O12 2.569 5.025 75.669
H15 2.188 5.235 74.850
H16 3.205 5.639 75.887
O13 -1.791 1.571 70.865
H17 -1.133 2.077 71.181
H18 -2.389 2.124 70.272
O14 1.607 -0.369 72.441
H19 1.383 -0.614 73.255
H20 1.279 0.630 72.527
O15 4.375 4.009 69.463
H21 3.603 3.716 69.825
H22 4.578 4.872 69.739
O16 0.440 -0.732 75.177
H23 0.104 0.214 74.985
H24 -0.212 -0.914 75.773
O17 1.447 6.482 71.328
H25 1.462 7.198 71.911
H26 1.442 5.685 72.030
O18 3.384 0.458 69.967
H27 3.026 1.365 70.320
H28 2.733 0.522 69.289

Atom charges from the Löwdin analysis, given in e for atoms 1 to 4: atom 1 (S): 0.43, atom 2 (O): -0.26, atom 3 (O): -0.28, atom 4 (O): -0.31